Entry 1:
Computed, not measured: a molecular structure, C30H39BN6OReS7SbSe4, with ωB97M-V/def2-TZVPD.

Each line ends with the Löwdin charge.
Element x y z (Å)
Re1 3.272 0.207 1.404  0.2767
C1 3.016 -1.920 -3.471  -0.0548
C2 1.927 -1.941 -2.450  -0.2408
C3 0.798 -2.682 -2.553  0.0518
C4 -0.173 -2.638 -1.519  -0.2110
N1 -0.083 -1.783 -0.537  0.1800
N2 1.027 -1.034 -0.424  -0.0053
B1 1.166 0.146 0.631  -0.6493
N3 0.013 0.115 1.744  0.0198
N4 -1.285 -0.050 1.411  0.1797
C5 -2.192 0.043 2.342  -0.2065
C6 -1.857 0.337 3.689  0.0484
C7 -0.566 0.521 4.041  -0.2475
C8 -0.133 0.833 5.435  -0.0707
C9 0.405 0.410 2.993  -0.5494
S1 2.030 0.701 3.374  0.7258
C10 -3.663 -0.122 1.978  -0.5421
C11 -4.331 -1.096 2.961  -0.0479
C12 -4.336 1.254 2.080  -0.0360
C13 -3.840 -0.684 0.576  -0.0558
N5 0.843 1.474 -0.271  0.0162
N6 -0.234 1.394 -1.056  0.1820
C14 -0.511 2.391 -1.860  -0.1946
C15 0.247 3.576 -1.845  0.0558
C16 1.318 3.693 -1.013  -0.2753
C17 2.133 4.938 -0.931  -0.0845
C18 1.646 2.539 -0.246  -0.5682
S2 3.074 2.522 0.726  0.5393
C19 -1.720 2.194 -2.767  -0.5393
C20 -1.772 3.239 -3.881  -0.0616
C21 -2.983 2.321 -1.906  -0.0369
C22 -1.641 0.799 -3.394  -0.0427
C23 2.086 -1.190 -1.242  -0.5831
S3 3.609 -0.587 -0.854  0.6360
C24 -1.388 -3.565 -1.537  -0.5376
C25 -2.531 -2.877 -2.289  -0.0417
C26 -1.805 -3.900 -0.100  -0.0524
C27 -1.063 -4.877 -2.259  -0.0629
H1 2.708 -2.453 -4.370  0.0829
H2 3.923 -2.380 -3.072  0.0888
H3 3.282 -0.889 -3.721  0.0619
H4 0.640 -3.310 -3.420  0.1172
H5 -2.638 0.408 4.435  0.1186
H6 -0.992 0.853 6.105  0.0810
H7 0.374 1.799 5.474  0.0829
H8 0.587 0.092 5.786  0.0837
H9 -4.372 -0.704 3.978  0.0730
H10 -3.800 -2.049 2.982  0.0928
H11 -5.358 -1.287 2.643  0.0883
H12 -4.213 1.696 3.072  0.0813
H13 -5.407 1.161 1.884  0.0860
H14 -3.914 1.946 1.348  0.0836
H15 -3.657 -1.758 0.572  0.0667
H16 -3.149 -0.238 -0.132  0.0513
H17 -4.865 -0.515 0.238  0.0931
H18 -0.014 4.399 -2.496  0.1194
H19 1.551 5.791 -1.282  0.0865
H20 3.020 4.833 -1.559  0.0117
H21 2.485 5.126 0.083  0.0670
H22 -1.892 4.252 -3.491  0.0787
H23 -2.629 3.034 -4.524  0.0867
H24 -0.875 3.212 -4.503  0.0955
H25 -3.104 3.346 -1.546  0.0892
H26 -2.922 1.666 -1.042  0.0512
H27 -3.870 2.057 -2.488  0.0887
H28 -0.758 0.709 -4.030  0.0942
H29 -2.528 0.614 -4.005  0.0866
H30 -1.579 0.034 -2.622  0.0547
H31 -2.790 -1.930 -1.828  0.0586
H32 -3.418 -3.517 -2.297  0.0873
H33 -2.248 -2.678 -3.326  0.0869
H34 -1.865 -3.005 0.515  0.0522
H35 -1.080 -4.574 0.361  0.0900
H36 -2.778 -4.399 -0.105  0.0850
H37 -0.930 -4.740 -3.334  0.0747
H38 -1.892 -5.576 -2.124  0.0860
H39 -0.163 -5.344 -1.855  0.0939
O1 6.225 -2.621 6.906  -0.0730
C28 5.778 -2.145 5.897  -1.0203
S4 6.040 -0.468 5.387  0.9662
C29 5.113 -0.558 3.909  -1.1314
C30 4.527 -1.745 3.618  -1.1402
S5 3.608 -1.983 2.172  0.5474
S6 4.757 -3.047 4.752  0.9577
S7 5.017 0.790 2.823  0.5179
Se1 7.733 0.761 -2.842  -0.2622
Sb1 5.228 2.666 -1.302  0.0138
Se2 6.864 0.782 -0.712  -0.2346
Se3 3.759 2.349 -3.179  -0.0844
Se4 5.980 4.836 -0.711  -0.1282

Calculated values
net charge	-1
lowest unoccupied orbital energy (spin up / spin down)	1.1 / 1.0	eV
Kohn-Sham gap (spin up / spin down)	4.85 / 4.69	eV
2S+1	2

Entry 2:
Computed, not measured: 2 unconnected molecules or ions with the total composition C3H4N3 in a non-equilibrium geometry, with ωB97M-V/def2-TZVPD.

Each line ends with the Löwdin charge.
Element x y z (Å)
C1 -1.316 -0.140 1.337  0.0026
C2 1.781 0.504 -1.875  0.0720
C3 -1.652 -0.767 2.434  0.2082
N1 -0.768 0.278 0.351  0.0111
N2 2.548 0.417 -2.730  0.1932
N3 -0.623 0.938 -0.618  0.2297
H1 -1.415 -1.749 2.452  0.0685
H2 -2.171 -0.169 3.138  0.1011
H3 3.255 0.062 -3.310  0.0981
H4 0.362 0.627 -1.180  0.0154

Calculated values
ΔE to the lowest compared entry with this formula, charge and spin	68.2	kcal/mol
net charge	+1
lowest unoccupied orbital energy (spin up / spin down)	-6.4 / -6.4	eV
Kohn-Sham gap (spin up / spin down)	8.31 / 8.31	eV

Entry 3:
Computed, not measured: C4H7NOS in the gas phase in a non-equilibrium geometry, with ωB97M-V/def2-TZVPD.

Each line ends with the Löwdin charge.
Element x y z (Å)
C1 1.850 0.189 -0.348  -0.0564
C2 0.469 -0.079 0.316  -0.2870
C3 -0.493 -1.340 0.082  -0.0687
C4 -1.566 -0.300 -0.156  -0.7492
S1 -3.231 0.045 -0.176  0.6096
N1 -0.611 0.671 -0.351  -0.2240
O1 -0.825 1.936 0.022  -0.0850
H1 1.816 0.234 -1.493  0.0946
H2 2.492 -0.813 -0.050  0.1303
H3 2.286 1.103 -0.063  0.0378
H4 0.591 0.137 1.418  0.1554
H5 -0.886 -1.901 0.875  0.0824
H6 -0.231 -1.991 -0.853  0.1555
H7 -1.661 2.110 0.777  0.2046

Calculated values
ΔE to the lowest compared entry with this formula, charge and spin	94.2	kcal/mol
lowest unoccupied orbital energy	0.1	eV
Kohn-Sham gap	8.95	eV
SMILES string	C[C@@H]1CC(=S)N1O

Entry 4:
Computed, not measured: 11 unconnected molecules or ions with the total composition C33H44F5INO30 in a non-equilibrium geometry, with ωB97M-V/def2-TZVPD.

Each line ends with the Löwdin charge.
Element x y z (Å)
C1 0.475 -2.582 2.954  -0.0790
N1 0.386 -3.168 1.573  -0.3211
I1 -1.619 -3.808 1.279  1.2599
C2 1.340 -4.318 1.377  -0.5546
F1 0.630 -5.421 1.239  0.0695
F2 2.145 -4.468 2.381  0.2170
C3 2.220 -4.207 0.082  -0.5996
F3 1.651 -3.589 -0.916  0.2129
F4 3.323 -3.548 0.411  0.1807
F5 2.612 -5.401 -0.239  0.2373
H1 1.412 -2.023 3.056  0.1233
H2 -0.383 -1.929 3.116  0.0864
H3 0.435 -3.337 3.753  0.0786
H4 0.507 -2.408 0.887  0.0955
C4 1.667 -3.286 8.048  -0.0927
C5 2.052 -4.476 7.216  -0.0910
O1 0.896 -4.650 6.381  0.0679
C6 0.262 -3.459 6.309  -0.5706
O2 -0.641 -3.226 5.554  0.1089
O3 0.771 -2.571 7.183  0.0771
H5 2.523 -2.671 8.316  0.1199
H6 1.129 -3.567 8.954  0.1141
H7 2.920 -4.283 6.583  0.1356
H8 2.241 -5.365 7.813  0.1416
C7 -3.906 0.433 -0.516  -0.1068
C8 -3.628 0.901 0.889  -0.0886
O4 -2.546 0.043 1.286  0.0577
C9 -1.928 -0.374 0.166  -0.6040
O5 -0.886 -0.978 0.166  0.0244
O6 -2.615 -0.052 -0.935  0.0946
H9 -4.251 1.228 -1.163  0.1292
H10 -4.616 -0.386 -0.555  0.1252
H11 -3.292 1.938 0.932  0.1388
H12 -4.483 0.780 1.550  0.1401
C10 1.786 -0.976 -3.036  -0.1258
C11 2.688 -2.129 -3.407  -0.1359
O7 2.969 -1.876 -4.782  0.0751
C12 2.798 -0.548 -5.003  -0.5518
O8 3.118 0.012 -6.000  0.1719
O9 2.220 0.053 -3.927  0.0593
H13 1.902 -0.664 -2.000  0.1289
H14 0.732 -1.189 -3.225  0.1371
H15 3.627 -2.120 -2.848  0.1335
H16 2.213 -3.099 -3.283  0.1202
C13 2.128 3.132 -7.429  -0.1246
C14 2.285 3.469 -5.978  -0.1249
O10 3.014 4.697 -6.013  0.0677
C15 2.783 5.276 -7.224  -0.5668
O11 3.102 6.381 -7.512  0.1715
O12 2.130 4.416 -8.062  0.0296
H17 1.200 2.601 -7.637  0.1337
H18 2.965 2.548 -7.815  0.1358
H19 1.326 3.641 -5.481  0.1319
H20 2.834 2.706 -5.431  0.1204
C16 -4.679 0.537 -5.576  -0.1092
C17 -6.027 1.205 -5.604  -0.1013
O13 -6.640 0.711 -4.406  0.0753
C18 -5.649 0.346 -3.561  -0.5513
O14 -5.810 0.049 -2.415  0.1264
O15 -4.447 0.361 -4.176  0.0689
H21 -3.901 1.151 -6.025  0.1207
H22 -4.681 -0.444 -6.056  0.1364
H23 -5.955 2.292 -5.543  0.1215
H24 -6.614 0.939 -6.480  0.1385
C19 -2.513 -3.735 10.502  -0.1170
C20 -2.270 -3.275 11.919  -0.1170
O16 -1.145 -4.062 12.314  0.0718
C21 -0.486 -4.434 11.191  -0.5664
O17 0.583 -4.953 11.173  0.1630
O18 -1.206 -4.132 10.077  0.0426
H25 -2.905 -2.946 9.864  0.1335
H26 -3.178 -4.598 10.449  0.1356
H27 -1.998 -2.219 11.976  0.1340
H28 -3.120 -3.457 12.573  0.1360
C22 -0.902 5.804 -7.368  -0.0943
C23 -1.903 5.464 -8.440  -0.0924
O19 -2.549 4.307 -7.893  0.0676
C24 -2.398 4.345 -6.551  -0.5818
O20 -2.959 3.615 -5.790  0.1299
O21 -1.532 5.313 -6.179  0.0653
H29 -0.715 6.873 -7.296  0.1454
H30 0.048 5.286 -7.497  0.1109
H31 -2.646 6.250 -8.587  0.1283
H32 -1.437 5.236 -9.396  0.1393
C25 6.385 -4.011 -0.020  -0.1464
C26 7.262 -5.221 -0.238  -0.1222
O22 8.281 -4.715 -1.098  0.0665
C27 8.348 -3.368 -0.917  -0.5539
O23 9.197 -2.669 -1.356  0.1840
O24 7.301 -2.929 -0.159  0.0598
H33 5.921 -4.000 0.964  0.1256
H34 5.608 -3.915 -0.782  0.1169
H35 7.723 -5.576 0.686  0.1359
H36 6.732 -6.047 -0.708  0.1330
C28 -6.321 6.970 -5.043  -0.1167
C29 -5.449 5.796 -5.413  -0.1298
O25 -5.178 6.023 -6.796  0.0531
C30 -5.327 7.357 -7.026  -0.5558
O26 -5.010 7.901 -8.033  0.1691
O27 -5.879 7.979 -5.952  0.0694
H37 -6.184 7.289 -4.012  0.1344
H38 -7.382 6.777 -5.216  0.1349
H39 -4.504 5.789 -4.866  0.1302
H40 -5.948 4.840 -5.270  0.1228
C31 2.023 1.428 8.262  -0.1187
C32 3.203 1.968 9.031  -0.1152
O28 4.038 0.816 9.164  0.0730
C33 3.724 -0.040 8.164  -0.5695
O29 4.350 -1.017 7.894  0.1526
O30 2.605 0.360 7.510  0.0523
H41 1.574 2.168 7.602  0.1334
H42 1.248 1.019 8.914  0.1337
H43 3.748 2.736 8.479  0.1363
H44 2.927 2.362 10.006  0.1359

Calculated values
net charge	+1
lowest unoccupied orbital energy	-5.2	eV
Kohn-Sham gap	7.07	eV

Entry 5:
Computed, not measured: a molecular structure, C5H19ClNO6V in a non-equilibrium geometry, with ωB97M-V/def2-TZVPD.

Each line ends with the Löwdin charge.
Element x y z (Å)
V1 -10.633 -6.557 23.964  0.6262
Cl1 -12.421 -4.451 24.613  -0.0995
C1 -14.682 -1.467 23.491  -0.1921
O1 -13.520 -1.926 22.882  -0.1418
H1 -15.376 -1.151 22.713  0.0805
H2 -15.222 -2.129 24.169  0.0760
H3 -14.389 -0.582 24.055  0.0633
H4 -13.200 -2.663 23.408  -0.0737
C2 -10.864 -4.462 21.588  -0.1464
O2 -10.552 -5.865 21.752  -0.2390
H5 -11.932 -4.251 21.527  0.0777
H6 -10.548 -3.878 22.452  0.0582
H7 -10.370 -4.035 20.715  0.0902
H8 -10.586 -6.292 20.892  0.0971
C3 -13.863 -4.952 28.881  -0.1364
O3 -12.849 -4.066 28.309  -0.1414
H9 -14.773 -4.388 29.091  0.0719
H10 -14.068 -5.889 28.364  0.0711
H11 -13.562 -5.283 29.875  0.0697
H12 -13.137 -4.040 27.393  -0.0068
C4 -16.080 -7.117 24.788  -0.1416
O4 -15.414 -5.997 24.149  -0.1724
H13 -16.803 -7.517 24.077  0.0737
H14 -15.239 -7.808 24.825  0.0670
H15 -16.555 -6.995 25.762  0.0701
H16 -14.764 -5.566 24.709  -0.0307
C5 -13.634 -1.340 26.659  0.0180
N1 -13.333 0.127 26.511  -0.4308
O5 -12.190 0.469 26.204  0.0503
O6 -14.179 0.951 26.810  0.0509
H17 -14.695 -1.545 26.512  0.0927
H18 -13.502 -1.508 27.727  0.0967
H19 -13.041 -2.015 26.042  0.0511

Calculated values
lowest unoccupied orbital energy (spin up / spin down)	-1.1 / -0.9	eV
Kohn-Sham gap (spin up / spin down)	6.87 / 8.69	eV
2S+1	5

Entry 6:
Computed, not measured: C7H14N2O2 in the gas phase in a non-equilibrium geometry, with ωB97M-V/def2-TZVPD.

Each line ends with the Löwdin charge.
Element x y z (Å)
C1 2.861 -0.660 0.845  -0.0066
C2 1.608 -0.897 -0.143  -0.4201
O1 1.175 -1.987 -0.234  0.0982
C3 0.879 0.301 -0.719  -0.0764
C4 -0.461 0.736 0.017  -0.5211
C5 -1.089 1.673 -0.954  -0.0285
C6 -0.199 1.212 1.441  -0.0160
N1 -1.277 -0.458 0.073  -0.1258
C7 -1.385 -1.465 -0.968  -0.0515
N2 -2.210 -0.612 0.977  -0.0798
O2 -2.991 -1.521 0.869  -0.0410
H1 3.661 -1.405 0.628  0.0774
H2 2.517 -0.754 1.900  0.0798
H3 3.288 0.357 0.591  0.0770
H4 0.599 -0.030 -1.734  0.1141
H5 1.468 1.209 -0.737  0.1163
H6 -2.005 2.229 -0.585  0.1215
H7 -1.302 1.053 -1.835  0.0954
H8 -0.366 2.412 -1.191  0.0715
H9 0.274 0.431 2.037  0.0804
H10 -1.157 1.304 2.025  0.0950
H11 0.373 2.128 1.383  0.0874
H12 -2.264 -1.524 -1.558  0.0779
H13 -0.519 -1.299 -1.641  0.0827
H14 -1.479 -2.434 -0.488  0.0924

Calculated values
ΔE to the lowest compared entry with this formula, charge and spin	64.0	kcal/mol
lowest unoccupied orbital energy	0.7	eV
Kohn-Sham gap	9.30	eV
SMILES string	CC(=O)CC(C)(C)N(C)N=O

Please write out number 2 again, unchanged.
Computed, not measured: 2 unconnected molecules or ions with the total composition C3H4N3 in a non-equilibrium geometry, with ωB97M-V/def2-TZVPD.

Each line ends with the Löwdin charge.
Element x y z (Å)
C1 -1.316 -0.140 1.337  0.0026
C2 1.781 0.504 -1.875  0.0720
C3 -1.652 -0.767 2.434  0.2082
N1 -0.768 0.278 0.351  0.0111
N2 2.548 0.417 -2.730  0.1932
N3 -0.623 0.938 -0.618  0.2297
H1 -1.415 -1.749 2.452  0.0685
H2 -2.171 -0.169 3.138  0.1011
H3 3.255 0.062 -3.310  0.0981
H4 0.362 0.627 -1.180  0.0154

Calculated values
ΔE to the lowest compared entry with this formula, charge and spin	68.2	kcal/mol
net charge	+1
lowest unoccupied orbital energy (spin up / spin down)	-6.4 / -6.4	eV
Kohn-Sham gap (spin up / spin down)	8.31 / 8.31	eV